Below is 2 unconnected molecules or ions with the total composition C2H7N2S at a distorted geometry, with properties calculated with ωB97M-V with the def2-TZVPD basis set.

Last columns: bonded neighbours and bond lengths (Å).
Cartesian coordinates (Å):
1 H 2.5717 1.0026 -2.0949  C2 1.095
2 C 1.7315 0.8702 -1.4053  H1 1.095, H7 1.097, S9 1.843, H12 1.096
3 H -2.2753 -0.2264 2.3712  N4 1.018
4 N -1.7268 -1.0826 2.3326  H3 1.018, C8 1.281
5 N -0.8529 -0.3013 0.2753  H6 1.018, C8 1.356, H10 1.049
6 H -1.6825 0.2864 0.2270  N5 1.018
7 H 1.7043 -0.1815 -1.0956  C2 1.097
8 C -1.0017 -1.1971 1.2825  N4 1.281, N5 1.356, H11 1.091
9 S 0.1139 1.4160 -2.1004  C2 1.843
10 H -0.3040 -0.0409 -0.5799  N5 1.049
11 H -0.2914 -2.0239 1.3261  C8 1.091
12 H 2.0132 1.4787 -0.5387  C2 1.096

Properties
Electronic energy = -16003.417 eV
Net charge = -1
Max |F| = 2.0 eV/Å
ΔE to the lowest compared entry with this formula, charge and spin = 13.2 kcal per mole
M = 91.2 g/mol
Orbital gap = 0.2573 Eh